Arrangement A

Formula: H24HeO12
Source: the OMol25 dataset
Level of theory: ωB97M-V with the def2-TZVPD basis set

ORCA input file:
```
! RIJCOSX wB97M-V def2-TZVPD def2/J DEFGRID3
* xyz 0 1
He -11.63498 9.59961 -12.62227
O -8.02488 9.14558 -12.69212
H -8.68001 8.80614 -13.30190
H -8.00767 10.08804 -12.85853
O -15.15663 10.17860 -11.28988
H -15.35521 9.29674 -11.60473
H -15.49753 10.75887 -11.97054
O -8.30452 11.68111 -13.04659
H -7.47317 12.10473 -12.83297
H -8.58623 12.10142 -13.85912
O -14.72101 9.34475 -14.94233
H -14.89509 9.98207 -14.24968
H -14.23432 9.83630 -15.60395
O -9.27357 9.04374 -10.31635
H -9.83439 8.26805 -10.31986
H -8.85140 9.03853 -11.17541
O -10.32475 11.49834 -10.94324
H -10.09427 10.61190 -10.66515
H -9.59083 11.77640 -11.49121
O -12.72326 9.72734 -9.63781
H -13.59167 9.76347 -10.03881
H -12.17138 10.25804 -10.21228
O -9.82930 8.44132 -14.86638
H -10.23273 7.58850 -14.70456
H -9.17381 8.27219 -15.54310
O -13.32202 6.95196 -10.11361
H -13.03103 7.80667 -9.79576
H -13.89316 7.15331 -10.85488
O -12.53528 11.98432 -12.47303
H -12.54394 11.33549 -13.17673
H -11.64228 11.95410 -12.12971
O -11.91190 13.97850 -14.34235
H -12.16945 13.41573 -13.61215
H -12.07423 14.86812 -14.02856
O -11.74978 10.46689 -14.82710
H -11.59853 11.17168 -15.45688
H -11.01465 9.86764 -14.95641
*
```

HOMO energy = -10.84 eV
orbital gap = 10.5 eV

=====

Arrangement B

Formula: H24HeO12
Source: the OMol25 dataset
Level of theory: ωB97M-V with the def2-TZVPD basis set

ORCA input file:
```
! RIJCOSX wB97M-V def2-TZVPD def2/J DEFGRID3
* xyz 0 1
He 14.44945 -18.00077 -10.18948
O 15.82743 -18.95051 -11.90587
H 16.02695 -19.22845 -11.01190
H 15.22395 -19.61652 -12.23521
O 11.82775 -21.13434 -10.17928
H 11.55361 -20.62700 -9.41528
H 11.13732 -21.78730 -10.29409
O 14.29049 -18.31874 -7.46765
H 14.54594 -17.59258 -8.03657
H 13.39885 -18.10571 -7.19230
O 16.39484 -15.31141 -12.80929
H 16.53853 -16.17741 -13.19090
H 16.38495 -15.46416 -11.86441
O 16.04007 -19.88639 -9.12295
H 15.45660 -19.42470 -8.52075
H 16.90011 -19.84207 -8.70511
O 16.70440 -15.99346 -10.07075
H 15.96234 -16.23985 -9.51862
H 17.20607 -15.37691 -9.53743
O 18.90612 -17.79854 -9.56930
H 18.07834 -17.36867 -9.78430
H 19.42154 -17.12128 -9.13123
O 14.39567 -22.28411 -10.25627
H 13.50631 -22.03505 -10.00476
H 14.95329 -21.89638 -9.58178
O 11.37297 -18.90157 -11.90561
H 11.45721 -19.73432 -11.44121
H 11.11489 -18.27487 -11.22967
O 12.50241 -15.44267 -10.60381
H 12.47674 -15.40317 -11.55984
H 11.60337 -15.64869 -10.34789
O 14.34198 -15.75038 -8.56970
H 14.69435 -14.89761 -8.31502
H 13.61930 -15.54411 -9.16250
O 13.63176 -17.54784 -12.66644
H 12.93710 -18.07152 -12.26714
H 14.43078 -17.82927 -12.22080
*
```

HOMO energy = -10.09 eV
orbital gap = 9.6 eV

=====

Ranking the structures above by stability puts arrangement A first and arrangement B last.